C52H55BaGeN2O2PSSi | ωB97M-V/def2-TZVPD

Positions of all 116 atoms, in Å:
Ba  -0.563  0.400  0.646
N  2.749  -0.173  1.405
P  3.869  -1.084  0.441
C  5.511  -0.415  0.855
C  5.738  0.825  1.444
C  7.029  1.243  1.722
C  8.107  0.426  1.407
C  7.891  -0.814  0.825
C  6.597  -1.237  0.563
C  3.412  -0.217  -1.099
C  4.107  0.851  -1.650
C  3.619  1.489  -2.782
C  2.426  1.083  -3.357
C  1.720  0.017  -2.811
C  2.221  -0.637  -1.698
C  2.257  -0.581  2.619
C  3.025  -1.365  3.491
C  2.474  -1.759  4.686
C  1.180  -1.358  5.016
C  0.504  -0.578  4.106
N  1.009  -0.203  2.924
H  2.295  0.637  0.976
H  4.904  1.463  1.689
H  7.196  2.206  2.182
H  9.113  0.753  1.623
H  8.727  -1.455  0.588
H  6.427  -2.215  0.128
H  5.031  1.188  -1.200
H  4.162  2.320  -3.204
H  2.048  1.595  -4.229
H  0.795  -0.314  -3.262
H  1.691  -1.498  -1.294
H  4.043  -1.624  3.227
H  3.052  -2.362  5.374
H  0.724  -1.630  5.954
H  -0.500  -0.230  4.322
C  -5.227  -1.365  0.954
S  -4.351  0.022  1.644
C  -5.238  1.337  0.825
O  -2.991  -0.001  0.966
H  -6.253  -1.341  1.311
H  -4.734  -2.264  1.308
H  -5.186  -1.307  -0.131
H  -6.251  1.374  1.216
H  -5.240  1.152  -0.247
H  -4.719  2.266  1.047
C  3.477  3.860  1.694
C  2.103  4.525  1.720
C  1.457  4.185  3.068
C  2.227  6.043  1.608
Si  1.032  3.791  0.342
O  0.909  2.185  0.486
C  -0.738  4.455  0.545
C  -1.267  5.517  -0.189
C  -2.571  5.956  0.002
C  -3.382  5.345  0.945
C  -2.880  4.291  1.697
C  -1.580  3.853  1.488
C  1.580  4.276  -1.395
C  0.716  3.955  -2.446
C  1.021  4.260  -3.762
C  2.214  4.901  -4.064
C  3.092  5.223  -3.042
C  2.776  4.911  -1.727
H  4.078  4.194  2.541
H  4.038  4.072  0.781
H  3.357  2.781  1.773
H  2.096  4.534  3.881
H  1.328  3.107  3.187
H  0.487  4.665  3.186
H  2.834  6.433  2.427
H  1.249  6.523  1.668
H  2.692  6.359  0.676
H  -0.649  6.013  -0.927
H  -2.950  6.786  -0.579
H  -4.390  5.699  1.106
H  -3.490  3.838  2.467
H  -1.189  3.057  2.121
H  -0.226  3.463  -2.231
H  0.327  4.008  -4.553
H  2.455  5.150  -5.087
H  4.024  5.722  -3.268
H  3.483  5.179  -0.951
C  1.174  -3.825  1.713
Ge  -0.247  -3.027  0.644
C  -1.989  -3.612  1.291
C  -2.351  -3.391  2.621
C  -3.531  -3.915  3.130
C  -4.358  -4.677  2.315
C  -4.015  -4.895  0.988
C  -2.843  -4.354  0.476
C  0.021  -3.275  -1.263
C  1.046  -4.085  -1.687
C  1.445  -4.116  -3.041
C  0.846  -3.295  -3.949
C  -0.202  -2.427  -3.557
C  -0.800  -1.528  -4.474
C  -1.794  -0.679  -4.082
C  -2.268  -0.720  -2.753
C  -1.716  -1.586  -1.851
C  -0.642  -2.440  -2.213
H  1.140  -4.909  1.592
H  1.009  -3.591  2.764
H  2.155  -3.455  1.416
H  -1.698  -2.822  3.275
H  -3.795  -3.747  4.165
H  -5.267  -5.105  2.716
H  -4.655  -5.493  0.354
H  -2.579  -4.540  -0.558
H  1.587  -4.694  -0.975
H  2.249  -4.771  -3.344
H  1.170  -3.287  -4.979
H  -0.448  -1.521  -5.496
H  -2.236  0.007  -4.789
H  -3.087  -0.078  -2.456
H  -2.152  -1.668  -0.862

Computed properties:
Total charge: +1
Spin multiplicity: 2
LUMO energy (alpha / beta) (eV): -2.146 / -3.697
Energy relative to the best compared isomer or geometry (same formula, charge and spin) (eV): 0.0000
Electronic energy (eV): -147102.9601